{"formula": "C4H7NO2", "method": "ωB97M-V/def2-TZVPD", "total_energy_ha": -361.6359, "largest_force_ha_per_bohr": 0.1418, "homo_lumo_gap_ev": [6.93, 6.92], "de_lowest_ev": 6.666, "species": ["C", "C", "C", "C", "N", "O", "O", "H", "H", "H", "H", "H", "H", "H"], "positions_angstrom": [[2.29, 1.36, 1.14], [1.69, 0.47, 0.24], [0.27, 0.35, 0.18], [-1.47, -1.03, -1.13], [-0.09, -1.13, -0.97], [-0.74, 0.87, 0.76], [-2.29, -0.98, 0.11], [3.34, 1.66, 0.91], [1.59, 2.19, 1.54], [2.30, -0.34, -0.28], [-1.74, -1.81, -1.79], [-1.81, -0.12, -1.74], [-1.55, 0.11, 0.45], [-1.79, -1.59, 0.58]]}

=====

{"formula": "C2H5NO2S", "method": "ωB97M-V/def2-TZVPD", "total_energy_ha": -682.5180, "largest_force_ha_per_bohr": 0.0588, "smiles": "C=NSO.C=O", "homo_lumo_gap_ev": 8.96, "de_lowest_ev": 3.310, "species": ["C", "N", "S", "O", "H", "H", "H", "C", "O", "H", "H"], "positions_angstrom": [[1.71, 0.77, 1.55], [0.60, 1.04, 0.94], [-0.33, 2.34, 0.86], [-1.65, 1.61, 0.17], [2.10, -0.26, 1.47], [2.48, 1.48, 1.93], [-1.77, 0.65, 0.57], [-0.74, -1.83, -1.82], [-1.61, -1.78, -0.99], [0.23, -2.36, -1.79], [-1.01, -1.65, -2.89]]}